[1]
Below is 12 unconnected molecules or ions with the total composition C15H54N12O12, with properties calculated with ωB97M-V/def2-TZVPD.

The geometry in ORCA input format:
```
! wB97M-V def2-TZVPD RIJCOSX def2/J DEFGRID3
* xyz 0 1
O 0.7584 0.6389 -6.3411
O 4.0469 -5.4224 -3.3557
O 6.8578 -4.1972 2.9743
O 0.9052 5.8479 3.9809
O 6.9979 2.8180 -0.1964
O -4.4627 2.8422 2.1762
O -5.3742 1.3602 -3.2309
O -3.6175 -3.6814 -0.5423
O -5.2482 -4.7730 5.0062
O 2.0801 7.0407 -2.7624
O 1.9100 -0.8240 6.7134
O 0.5791 -0.9471 0.4650
N -4.5894 -5.5978 -0.5323
N -5.2024 -2.4958 4.5661
N -6.6372 2.7046 1.9923
N -5.8570 2.9492 3.9441
N -5.7273 -3.2449 6.4661
N 2.1389 6.6205 2.2619
N -4.1717 2.0693 -4.9800
N -3.5398 0.3634 -3.7500
N 0.2137 5.9328 1.7503
N -3.4968 -4.9055 -2.3095
N 2.7393 1.4650 -6.9856
N 2.4800 0.5913 -5.0255
C 0.5767 -1.0734 6.3757
C 1.0659 6.1453 2.7562
C 2.7388 -5.1318 -3.5545
C 1.7400 6.1563 -3.8394
C -5.4157 -3.5518 5.2670
C 0.2542 5.8310 -3.5484
C -3.9043 -4.6767 -1.1025
C 1.9287 0.8788 -6.1663
C 0.3461 0.4172 0.6198
C 5.6667 2.9797 0.0449
C 2.2376 -5.5942 -4.9655
C -4.3523 1.3514 -3.9025
C -5.5691 2.7398 2.6864
C 5.4716 -4.5156 2.9871
C 5.2174 -5.5285 4.0956
H -3.6925 -5.7887 -2.7587
H 4.4455 -4.8107 -2.7324
H 3.6759 1.6560 -6.6595
H -3.3163 1.8819 -5.4831
H -4.8767 -5.4172 0.4190
H 0.5311 -1.7560 5.5272
H -0.4710 0.7117 -0.0388
H 5.2917 -4.9847 2.0198
H 2.7874 -5.3004 -5.8596
H -5.6599 -4.0732 7.0402
H 7.1642 -4.2687 3.8813
H -5.9970 -2.3040 6.7151
H 4.3431 -6.1761 4.0291
H 1.5231 7.8211 -2.8109
H 0.0473 -0.1281 6.2557
H -4.8603 -2.5823 3.6198
H 2.3329 1.8251 -7.8372
H 0.1281 0.6165 1.6690
H 4.7497 -3.6992 3.0098
H 5.5620 3.7789 0.7787
H -7.4720 2.4710 2.5106
H -0.3320 6.7173 -3.3058
H 1.1973 1.0064 0.2786
H -6.4825 2.6126 0.9985
H 5.0488 3.3033 -0.7927
H -2.7092 0.3652 -4.3245
H -5.1189 -6.2861 -1.0480
H 7.4048 2.6687 0.6603
H 0.5374 6.2337 0.8421
H -5.3792 -1.5823 4.9590
H 2.6072 -4.0524 -3.4779
H -2.9751 -4.1445 -2.7203
H 6.0225 -6.2216 4.3399
H 2.0962 -5.4982 -2.7539
H 2.3215 6.7011 1.2718
H 5.1602 -4.9136 4.9937
H 1.8939 0.2501 -4.2771
H 2.4042 5.2943 -3.7779
H 2.1691 -6.6730 -4.8253
H -0.1410 -1.4518 0.8501
H 2.8815 6.8010 2.9223
H -0.2615 5.3915 -4.4023
H -0.5026 5.2490 1.9486
H 3.4725 0.7748 -4.9890
H 1.2063 -5.2517 -5.0502
H -3.5868 -0.1917 -2.9075
H 2.2985 -1.5634 7.1866
H 1.7451 6.6904 -4.7896
H -4.6460 2.9564 -5.0703
H -5.1743 3.2389 4.6297
H 0.1833 -1.6482 7.2141
H -6.8069 2.9855 4.2855
H 0.1289 5.1101 -2.7405
H 5.3149 2.0738 0.5385
*
```

Listed below, in e, are the Löwdin charges computed for each atom: number 1, O, carries 0.03; number 2, O, carries -0.06; number 3, O, carries -0.08; number 4, O, carries -0.02; number 5, O, carries -0.11; number 6, O, carries 0.03; number 7, O, carries 0.01; number 8, O, carries 0.06; number 9, O, carries -0.02; number 10, O, carries -0.11; number 11, O, carries -0.13; number 12, O, carries -0.12; number 13, N, carries 0.17; number 14, N, carries 0.17; number 15, N, carries 0.16; number 16, N, carries 0.15; number 17, N, carries 0.15; number 18, N, carries 0.15; number 19, N, carries 0.17; number 20, N, carries 0.16; number 21, N, carries 0.15; number 22, N, carries 0.17; number 23, N, carries 0.17; number 24, N, carries 0.16; number 25, C, carries -0.18; number 26, C, carries -0.74; number 27, C, carries -0.37; number 28, C, carries -0.28; number 29, C, carries -0.79; number 30, C, carries -0.10; number 31, C, carries -0.87; number 32, C, carries -0.82; number 33, C, carries -0.18; number 34, C, carries -0.21; number 35, C, carries -0.07; number 36, C, carries -0.80; number 37, C, carries -0.81; number 38, C, carries -0.32; number 39, C, carries -0.10; number 40, H, carries 0.11; number 41, H, carries 0.09; number 42, H, carries 0.11; number 43, H, carries 0.11; number 44, H, carries 0.12; number 45, H, carries 0.07; number 46, H, carries 0.07; number 47, H, carries 0.10; number 48, H, carries 0.07; number 49, H, carries 0.13; number 50, H, carries 0.07; number 51, H, carries 0.11; number 52, H, carries 0.07; number 53, H, carries 0.07; number 54, H, carries 0.08; number 55, H, carries 0.13; number 56, H, carries 0.13; number 57, H, carries 0.08; number 58, H, carries 0.11; number 59, H, carries 0.07; number 60, H, carries 0.11; number 61, H, carries 0.07; number 62, H, carries 0.07; number 63, H, carries 0.13; number 64, H, carries 0.08; number 65, H, carries 0.11; number 66, H, carries 0.11; number 67, H, carries 0.08; number 68, H, carries 0.10; number 69, H, carries 0.11; number 70, H, carries 0.10; number 71, H, carries 0.12; number 72, H, carries 0.07; number 73, H, carries 0.11; number 74, H, carries 0.11; number 75, H, carries 0.07; number 76, H, carries 0.13; number 77, H, carries 0.11; number 78, H, carries 0.06; number 79, H, carries 0.08; number 80, H, carries 0.13; number 81, H, carries 0.06; number 82, H, carries 0.12; number 83, H, carries 0.11; number 84, H, carries 0.06; number 85, H, carries 0.13; number 86, H, carries 0.07; number 87, H, carries 0.10; number 88, H, carries 0.12; number 89, H, carries 0.12; number 90, H, carries 0.07; number 91, H, carries 0.10; number 92, H, carries 0.07; number 93, H, carries 0.08



[2]
Below is a single C3H6N2OS molecule, with properties calculated with ωB97M-V/def2-TZVPD.

The geometry in ORCA input format:
```
! wB97M-V def2-TZVPD RIJCOSX def2/J DEFGRID3
* xyz 0 1
S 1.5181 0.8584 -0.2868
O 0.7989 -1.6042 -0.3087
N -0.0817 0.4474 0.3170
N -1.4211 -1.4177 -0.2577
C -0.2922 -0.8885 -0.0774
C 1.8526 -0.8540 0.1406
C -1.0454 1.4727 -0.1218
H 2.6945 -1.1854 -0.2640
H 1.9090 -1.1663 1.2238
H -1.7453 1.4899 0.8397
H -2.1613 -0.7030 0.1577
H -0.4164 2.5068 -0.1521
H -1.6098 1.0439 -1.2104
*
```

Listed below, in e, are the Löwdin charges computed for each atom: number 1, S, carries 0.96; number 2, O, carries -0.02; number 3, N, carries -0.43; number 4, N, carries 0.15; number 5, C, carries -0.64; number 6, C, carries -0.47; number 7, C, carries -0.17; number 8, H, carries 0.04; number 9, H, carries 0.13; number 10, H, carries 0.11; number 11, H, carries 0.09; number 12, H, carries 0.10; number 13, H, carries 0.16



Calculated HOMO-LUMO gap in order - 0.344, 0.337 Ha
Calculated energy relative to the best compared isomer or geometry (same formula, charge and spin) in order - 409.3, 376.1 kJ/mol